# 1
DFT (ωB97M-V with the def2-TZVPD basis set) results for C29H48LaNP3S2 as an isolated structure in a non-equilibrium geometry.

```
84
Properties=species:S:1:pos:R:3:forces:R:3:lowdin_charge:R:1
La -0.0131 -0.6424 -0.1707 -0.98 3.05 2.02 1.1907
P 0.2549 -1.0403 2.7102 0.33 -0.37 1.62 0.6743
P 2.8786 -0.2642 -0.1653 1.93 0.14 0.09 0.6721
P -3.0131 -0.9773 0.3798 -1.06 -0.45 0.13 0.6847
H 3.2739 -2.4461 -3.5545 -0.25 0.05 -0.42 0.0523
C 2.3665 -2.4758 -4.1685 -0.24 0.09 -0.32 -0.0760
C 1.8233 -1.4030 -4.7587 -0.06 -0.38 0.58 -0.0595
H 2.2479 -0.3994 -4.6814 -0.10 -0.29 -0.04 0.0556
C 0.8174 -2.7198 3.1732 -0.08 -0.10 -0.30 -0.2531
C 1.4801 -0.0238 3.6114 0.02 0.25 -0.16 -0.2561
C -1.2109 -0.8506 3.7825 -0.23 0.10 -0.15 -0.2530
C 3.5382 0.0543 -1.8415 -0.13 0.06 -0.19 -0.2454
C 3.6771 1.0959 0.7723 -0.17 0.15 0.20 -0.2567
C 3.9115 -1.6741 0.3793 -0.27 -0.20 0.06 -0.2578
C -3.8795 -0.7765 -1.2311 0.22 0.04 -0.24 -0.2588
C -4.1584 -0.0496 1.4599 0.17 0.30 0.36 -0.2601
C -3.4452 -2.7037 0.8363 0.20 -0.09 0.05 -0.2672
H 1.9437 -3.4711 -4.3518 0.14 0.37 0.22 0.0564
H 0.8874 -1.4965 -5.3174 0.48 0.07 -0.08 0.0530
H 0.8551 -2.7992 4.2676 0.04 -0.04 -0.27 0.0724
H 1.8123 -2.9130 2.7514 -0.21 -0.03 0.16 0.0405
H 0.1146 -3.4638 2.7771 0.19 0.05 0.17 0.0512
H 1.3790 -0.2240 4.6867 0.09 0.07 -0.26 0.0735
H 1.2966 1.0417 3.4210 0.07 -0.18 0.15 0.0365
H 2.4995 -0.2698 3.2882 -0.23 0.03 0.13 0.0400
H -0.9304 -1.1291 4.8073 -0.13 0.07 -0.24 0.0728
H -2.0289 -1.4965 3.4380 0.19 0.14 0.15 0.0325
H -1.5540 0.1919 3.7700 0.07 -0.22 0.06 0.0366
H 4.6115 -0.1734 -1.8345 -0.20 0.11 -0.09 0.0754
H 3.3992 1.1201 -2.0624 0.04 -0.23 -0.09 0.0593
H 3.0396 -0.5446 -2.6171 0.21 0.23 0.34 -0.0108
H 4.7452 0.8615 0.8879 -0.29 0.15 -0.05 0.0735
H 3.2185 1.2063 1.7639 0.23 0.02 -0.27 0.0197
H 3.5673 2.0409 0.2245 0.03 -0.23 0.15 0.0320
H 4.9663 -1.3991 0.2457 -0.25 -0.18 0.06 0.0673
H 3.6782 -2.5625 -0.2209 0.16 0.11 0.17 0.0533
H 3.7175 -1.8966 1.4380 0.15 0.00 -0.27 0.0377
H -4.6110 -1.5800 -1.3855 0.14 0.24 0.04 0.0667
H -3.1590 -0.7877 -2.0591 -0.33 0.02 0.03 0.0153
H -4.4005 0.1902 -1.2253 0.15 -0.28 -0.15 0.0548
H -5.0543 -0.6446 1.6896 0.26 0.18 -0.15 0.0734
H -4.4601 0.8724 0.9470 0.06 -0.17 0.23 0.0546
H -3.6586 0.2169 2.3996 -0.27 -0.06 -0.13 0.0194
H -4.5205 -2.8693 0.6776 0.32 0.00 0.09 0.0685
H -3.2038 -2.8726 1.8955 -0.12 -0.04 -0.27 0.0433
H -2.8697 -3.4189 0.2336 -0.22 0.11 0.14 0.0176
C -0.9265 -3.9233 -2.6192 -0.11 -1.12 -0.76 -0.5848
C -1.1529 -5.1380 -1.9387 0.00 -0.03 0.19 -0.0758
C -1.3814 -6.3085 -2.6630 -0.02 0.24 0.23 -0.0286
C -1.3998 -6.2805 -4.0628 0.19 0.22 0.19 -0.0019
C -1.1218 -5.0890 -4.7396 0.02 0.32 0.02 -0.0250
C -0.9108 -3.9094 -4.0285 0.04 0.08 -0.03 -0.0870
S -0.7336 -2.4530 -1.7548 1.53 -1.40 -1.08 0.6948
H 0.7583 -2.1438 -1.4450 -1.45 -2.00 -1.84 -0.0900
H -1.1600 -5.1384 -0.8446 0.03 -0.15 -0.39 0.1110
H -1.5419 -7.2491 -2.1327 -0.02 0.34 -0.16 0.1302
H -1.6197 -7.1904 -4.6230 0.14 0.26 0.16 0.1351
H -1.0617 -5.0697 -5.8294 -0.15 -0.02 0.35 0.1322
H -0.7232 -2.9644 -4.5369 -0.07 -0.31 0.00 0.0990
N -0.6526 1.6067 -0.0973 -0.56 0.68 0.18 -0.5584
S 0.3816 2.5462 0.7297 -0.09 0.62 -0.20 0.9958
C 0.8443 3.8707 -0.3675 0.76 0.62 -0.49 -0.4093
C 2.0554 4.5431 -0.1199 -0.30 -0.16 -0.09 -0.1038
C 2.4445 5.6001 -0.9467 -0.21 -0.17 0.09 -0.0348
C 1.6246 5.9906 -2.0117 0.00 -0.07 0.16 -0.0270
C 0.4321 5.3076 -2.2641 -0.04 -0.26 0.14 -0.0332
C 0.0545 4.2215 -1.4633 0.00 0.13 0.18 -0.0621
C -0.5764 3.4167 1.9759 -0.39 0.33 0.85 -0.3739
C -1.7705 2.8702 2.4672 0.26 0.00 -0.29 -0.0992
C -2.4949 3.5607 3.4434 0.13 -0.04 -0.06 -0.0462
C -2.0238 4.7796 3.9408 0.11 -0.08 -0.14 -0.0280
C -0.8089 5.3018 3.4822 -0.01 -0.36 -0.15 -0.0247
C -0.0717 4.6086 2.5179 -0.06 -0.16 -0.19 -0.0555
H -1.5060 2.1281 -0.3150 0.15 -0.15 -0.09 0.0310
H 2.6739 4.2372 0.7227 0.00 0.14 -0.15 0.1086
H 3.3822 6.1176 -0.7439 -0.28 -0.12 -0.10 0.1271
H 1.9180 6.8327 -2.6448 -0.12 -0.33 0.24 0.1304
H -0.2177 5.6174 -3.0851 0.27 -0.15 0.23 0.1266
H -0.8474 3.6521 -1.6811 0.12 0.29 -0.06 0.1028
H -2.1219 1.9176 2.0650 -0.04 0.30 0.14 0.0649
H -3.4335 3.1387 3.8132 0.33 0.19 -0.13 0.1227
H -2.6008 5.3213 4.6920 0.18 -0.17 -0.24 0.1290
H -0.4266 6.2469 3.8684 -0.12 -0.29 -0.08 0.1295
H 0.8867 4.9905 2.1711 -0.29 0.11 0.11 0.1061
```
Positions in Å, forces in eV/Å.

Results
Charge: +3
Calculated total energy (a.u.): -3039.655010
Highest occupied orbital energy (eV): -16.71
HOMO-LUMO gap (eV): 7.196

---

# 2
DFT (ωB97M-V with the def2-TZVPD basis set) results for a 12-piece molecular cluster, C11H44ClN22O15 overall in a non-equilibrium geometry.

```
93
Properties=species:S:1:pos:R:3:forces:R:3:lowdin_charge:R:1
Cl -0.1763 -0.4263 -0.2832 0.93 2.61 1.78 0.6548
O 0.6356 0.0448 -1.3838 -0.03 -0.57 -0.71 -0.3620
O 0.2106 0.3860 0.8733 -0.12 -0.84 -0.37 -0.3629
O -1.5626 -0.1568 -0.5430 -0.35 -0.76 -0.45 -0.3445
O 0.0824 -1.8215 -0.0209 -0.37 -0.15 -0.37 -0.3554
C 1.1208 -3.1065 3.9557 -0.04 -0.82 0.40 -0.6832
O 0.8054 -4.2846 3.8683 -0.10 0.60 -0.13 0.0232
N 0.9549 -2.1692 2.9939 0.81 -0.39 -0.11 0.1524
N 1.7580 -2.6277 5.0900 0.31 0.07 -0.06 0.1306
H 1.3981 -1.2832 3.1178 -0.37 0.34 -0.25 0.0859
H 0.3231 -2.3482 2.2393 -0.05 0.16 -0.03 0.0610
H 1.7077 -3.2204 5.8982 -0.02 -0.05 -0.05 0.0907
H 1.7868 -1.6390 5.2516 -0.16 0.06 0.16 0.0761
C 1.4856 2.7427 -4.7292 0.92 -0.51 -0.14 -0.6651
O 2.6568 2.7829 -4.3636 -0.26 0.21 -0.09 0.0109
N 0.5622 2.1049 -3.9516 0.26 0.18 -0.26 0.1695
N 1.0804 3.2092 -5.9475 -0.43 -0.34 1.06 0.1564
H 0.9904 1.7464 -3.1200 -0.51 -0.18 0.24 0.0501
H -0.4210 2.0312 -4.1247 -0.02 0.04 0.05 0.0995
H 0.1071 3.1023 -6.1573 0.10 0.33 -0.65 0.0901
H 1.7768 3.6153 -6.5385 -0.16 0.12 -0.21 0.1030
C -2.5129 -0.9291 3.6552 -0.44 -0.94 0.15 -0.6540
O -1.6664 -1.8261 3.7073 -0.50 0.55 -0.24 0.0062
N -2.8524 -0.2526 2.5298 0.18 -0.31 -0.60 0.1642
N -3.3060 -0.6449 4.7279 0.52 0.20 0.50 0.1549
H -3.1292 0.7287 2.5346 -0.01 -0.37 0.10 0.0372
H -2.5706 -0.7209 1.6848 0.15 0.40 -0.09 0.0448
H -3.0557 -1.0798 5.5972 -0.17 0.02 -0.02 0.0965
H -4.1413 -0.1021 4.6381 -0.01 0.11 0.00 0.0920
C 5.1896 0.0763 -2.2511 0.69 -1.09 -0.98 -0.6561
O 5.6560 0.0211 -3.3849 -0.15 0.44 0.73 0.0290
N 3.9237 0.5734 -1.9973 0.31 0.77 -0.38 0.1315
N 5.8327 -0.4468 -1.1769 -0.31 0.10 -0.05 0.1713
H 3.5976 0.9734 -2.8736 -0.69 -0.23 0.25 0.0885
H 3.3374 -0.0330 -1.4460 -0.34 -0.04 -0.35 0.0816
H 5.5418 -0.1900 -0.2509 0.25 -0.02 0.10 0.0799
H 6.7088 -0.8926 -1.3744 0.08 0.06 0.26 0.1069
C -1.2543 -3.0695 -3.8147 0.22 -0.46 -0.32 -0.6754
O -1.3827 -3.7926 -4.7908 -0.21 0.27 0.52 0.0277
N -1.0998 -1.7180 -3.8684 0.19 0.86 -0.15 0.1596
N -1.2733 -3.5009 -2.5069 -0.37 -0.38 -0.31 0.1581
H -0.6697 -1.2920 -3.0645 -0.04 0.33 -0.04 0.0542
H -0.8567 -1.2908 -4.7457 0.02 -0.27 -0.09 0.1034
H -0.8138 -2.9244 -1.8239 0.00 -0.31 0.30 0.0379
H -1.3292 -4.4972 -2.3785 0.22 0.05 0.20 0.1135
C -2.6641 3.3881 2.9038 -0.22 0.87 0.10 -0.6483
O -3.3221 2.3599 3.0425 -0.02 0.73 0.18 -0.0029
N -3.1756 4.6269 3.2130 0.22 -1.09 -0.12 0.1563
N -1.3971 3.3790 2.4134 -1.13 -1.24 0.36 0.1761
H -2.6336 5.4466 3.0299 -0.25 0.30 0.24 0.0910
H -4.0484 4.6040 3.7063 -0.02 0.45 -0.05 0.1029
H -1.2086 2.4317 2.1101 1.02 0.43 -0.27 0.0926
H -0.8278 4.1883 2.2811 0.24 -0.11 -0.31 0.0979
C -3.8791 -3.7553 0.7536 0.77 -2.07 -0.01 -0.6592
O -4.2546 -4.3965 1.7266 -0.33 1.03 -0.18 0.0242
N -2.7452 -2.9948 0.7477 -0.18 0.55 0.18 0.1675
N -4.4154 -4.0049 -0.4988 -0.13 0.60 -0.23 0.1372
H -2.1959 -2.9450 1.5952 -0.13 -0.14 0.08 0.0879
H -2.3202 -2.6860 -0.1068 -0.04 -0.01 -0.05 0.0452
H -5.3314 -4.4117 -0.5338 0.00 -0.09 0.20 0.0909
H -4.1409 -3.4746 -1.3097 0.06 0.08 0.10 0.0766
C 3.3024 -3.9017 -0.8813 1.87 0.47 1.01 -0.6708
O 4.2726 -4.4646 -1.3838 -1.16 -0.08 -0.14 0.0084
N 3.4483 -3.2532 0.3262 -0.80 0.33 -0.13 0.1524
N 2.0438 -3.8345 -1.3978 0.05 -0.47 -1.04 0.1624
H 4.3027 -3.3088 0.8411 0.22 -0.11 -0.22 0.0940
H 2.7553 -2.5904 0.6321 -0.06 -0.24 0.24 0.0649
H 1.3890 -3.1377 -1.0922 0.07 0.09 0.22 0.0390
H 2.0302 -4.0588 -2.3821 -0.19 0.00 0.09 0.1064
C 4.7493 2.4137 1.2718 0.49 -0.99 0.14 -0.6798
O 5.7448 2.7614 0.6520 -0.49 0.31 0.27 0.0219
N 3.7617 1.6523 0.7207 0.18 0.38 -0.38 0.1450
N 4.6097 2.5911 2.6275 0.46 0.22 0.15 0.1376
H 3.7215 1.6474 -0.2951 0.00 -0.27 0.32 0.0411
H 3.0982 1.1502 1.2786 -0.25 0.15 -0.06 0.0865
H 3.7315 2.5386 3.1029 -0.10 -0.02 -0.03 0.0841
H 5.4165 2.9340 3.1171 -0.14 0.17 -0.01 0.0957
C 0.7221 3.9950 -1.1312 -1.76 0.21 -1.15 -0.6765
O 0.6754 5.1148 -1.6280 0.60 -0.27 0.62 0.0159
N 1.7717 3.1373 -1.1562 0.04 1.36 0.29 0.1652
N -0.3992 3.4106 -0.5822 0.09 -0.61 0.59 0.1519
H 1.5421 2.1612 -1.1165 0.71 -0.20 -0.03 0.0438
H 2.5850 3.5781 -1.5579 0.27 -0.87 -0.25 0.1193
H -1.3315 3.7348 -0.7494 0.17 0.43 -0.24 0.0913
H -0.3172 2.4454 -0.3085 -0.18 -0.05 0.16 0.0424
C -5.4466 1.5301 -0.4202 -0.76 -0.68 -1.05 -0.6799
O -6.4681 2.1861 -0.5927 0.52 0.16 0.56 0.0065
N -5.4995 0.1581 -0.3923 -0.09 0.04 0.07 0.1547
N -4.1884 2.0371 -0.3821 0.12 0.18 0.26 0.1661
H -4.7097 -0.4488 -0.2676 0.07 0.09 0.17 0.0780
H -6.4126 -0.2474 -0.4692 0.00 -0.02 0.03 0.0976
H -3.4016 1.4262 -0.5140 0.19 0.18 0.12 0.0651
H -4.0959 3.0351 -0.3952 0.09 -0.04 -0.09 0.0996
```
Positions in Å, forces in eV/Å.

Results
Charge: -1
Calculated total energy (a.u.): -3239.293902
Highest occupied orbital energy (eV): -7.30
HOMO-LUMO gap (eV): 8.992

---

# 3
DFT (ωB97M-V with the def2-TZVPD basis set) results for a 2-piece molecular cluster, CH8N2S overall in a non-equilibrium geometry.

```
12
Properties=species:S:1:pos:R:3:forces:R:3:nbo_charge:R:1
S -2.1277 -1.0978 2.5340 -0.12 1.03 0.10 -0.2904
H -1.5261 -1.7489 1.5431 -0.03 -0.56 0.07 0.1393
H -2.4773 -2.1149 3.3136 0.14 -0.49 -0.18 0.1506
N 1.0100 1.4321 -1.8409 -1.74 -0.11 0.27 -0.8189
C 1.1433 0.6448 -0.6006 0.51 0.19 -0.48 -0.0619
N 0.2126 -0.4929 -0.5957 0.11 0.09 0.95 -0.8351
H 0.3537 0.8679 -2.3981 0.79 -0.12 -0.29 0.3573
H 0.3543 2.1821 -1.6196 0.44 0.41 0.02 0.3386
H 2.1870 0.3209 -0.5788 -0.24 -0.43 0.24 0.1732
H 0.9698 1.2764 0.2691 0.20 0.27 0.05 0.1542
H 0.5351 -1.1331 0.1296 0.19 -0.25 -0.31 0.3518
H -0.6347 -0.1367 -0.1558 -0.25 -0.03 -0.42 0.3413
```
Positions in Å, forces in eV/Å.

Results
Charge: 0
Calculated total energy (a.u.): -550.561908
Highest occupied orbital energy (eV): -9.64
Structure (SMILES): NCN.S
HOMO-LUMO gap (eV): 10.335

---

# 4
DFT (ωB97M-V with the def2-TZVPD basis set) results for a 2-piece molecular cluster, C4H8O2 overall.

```
14
Properties=species:S:1:pos:R:3:forces:R:3:nbo_charge:R:1
C 1.0983 -0.5704 0.1838 0.14 -0.09 -0.12 -0.4055
C 0.6874 0.3950 1.2498 0.11 0.18 0.15 -0.2550
C -0.7036 0.6585 0.8073 -0.06 -0.08 0.30 0.0780
O -1.0016 1.2406 -0.4442 0.14 0.21 -0.06 -0.7362
C -0.2193 -0.7361 0.8764 -0.17 -0.21 0.04 -0.2459
O -0.3898 -0.3943 -2.7052 -0.12 -0.11 0.10 -0.9606
H 1.8757 -1.2831 0.4559 -0.12 0.11 -0.03 0.2157
H -0.3636 -1.2789 -2.3225 -0.03 0.07 -0.13 0.4608
H 1.1120 -0.2589 -0.8593 0.06 -0.01 0.24 0.2302
H 1.1554 0.6044 2.2020 -0.08 -0.02 -0.15 0.2281
H -1.4106 0.9625 1.5806 0.11 -0.05 -0.12 0.1881
H -0.5002 2.0624 -0.5209 -0.12 -0.10 -0.01 0.4833
H -0.5767 -1.5531 1.4875 0.06 0.13 -0.08 0.2284
H -0.7634 0.1514 -1.9911 0.07 -0.03 -0.12 0.4905
```
Positions in Å, forces in eV/Å.

Results
Charge: 0
Calculated total energy (a.u.): -307.607332
Highest occupied orbital energy (eV): -9.91
Structure (SMILES): O[C@H]1[C@H]2C[C@@H]12.O
HOMO-LUMO gap (eV): 10.789

---

# 5
DFT (ωB97M-V with the def2-TZVPD basis set) results for one molecule with the formula C4H8O2.

```
14
Properties=species:S:1:pos:R:3:forces:R:3:nbo_charge:R:1
C 1.3507 1.6259 0.0029 0.03 0.04 -0.02 -0.6336
C 0.1533 0.7016 0.0516 0.03 0.25 -0.10 0.3711
O 0.5101 -0.4697 -0.6588 -0.01 -0.07 0.09 -0.5179
C -0.3843 -1.4990 -0.6824 -0.20 -0.17 0.03 0.1328
C -1.6183 -1.5270 -0.1834 0.10 0.02 -0.07 -0.5355
O -0.1919 0.4098 1.3828 0.07 -0.12 0.11 -0.7261
H 1.1103 2.5522 0.5312 0.03 -0.13 -0.08 0.2208
H 1.6360 1.8578 -1.0269 -0.08 -0.04 0.12 0.2182
H 2.1923 1.1427 0.5089 -0.10 0.07 -0.09 0.2163
H -0.7341 1.1560 -0.4132 0.10 -0.08 0.02 0.1482
H 0.0706 -2.3610 -1.1622 -0.11 0.11 0.03 0.1911
H 0.1670 -0.4650 1.5823 -0.01 0.15 0.12 0.4805
H -2.1907 -2.4443 -0.2499 0.08 0.11 -0.12 0.2150
H -2.0711 -0.6799 0.3172 0.07 -0.14 -0.04 0.2192
```
Positions in Å, forces in eV/Å.

Results
Charge: 0
Calculated total energy (a.u.): -307.654602
Highest occupied orbital energy (eV): -9.28
Structure (SMILES): C=CO[C@H](C)O
HOMO-LUMO gap (eV): 10.285

---

# 6
DFT (ωB97M-V with the def2-TZVPD basis set) results for C12H18F2K2NO13S2 as an isolated structure in a non-equilibrium geometry.

```
50
Properties=species:S:1:pos:R:3:forces:R:3:nbo_charge:R:1
K -2.6503 -9.9020 20.1153 -0.60 -0.44 -0.91 0.9892
K -2.0727 -9.4202 23.6119 -0.12 -0.29 0.62 0.9944
N -3.1229 -11.6278 22.1722 4.26 -2.33 -2.62 -1.2105
S -2.3150 -13.1347 21.6611 2.01 -3.59 -4.39 2.2629
O -3.0997 -13.9558 20.7055 2.04 2.42 2.63 -0.7999
O -1.5494 -13.8132 22.6743 -0.63 1.77 -1.04 -0.8100
F -1.2761 -12.4819 20.6059 0.04 0.85 0.90 -0.5140
S -4.1726 -12.5560 22.7731 -10.60 -2.26 4.48 2.3523
O -3.8992 -13.1225 24.0861 0.82 0.35 -1.97 -0.8701
O -5.1842 -13.2771 21.9466 3.19 1.58 1.51 -0.8655
F -5.0801 -11.3452 23.1873 -0.76 1.78 0.57 -0.5313
C -3.9671 -14.0235 27.3235 1.43 -0.38 1.79 -0.6139
C -3.8632 -15.5708 27.3111 0.30 2.97 0.44 0.0703
C -4.2117 -16.3866 28.5617 2.07 -0.42 -0.71 -0.1047
O -4.9953 -17.4124 27.9502 -0.34 -0.85 2.09 -0.4807
C -5.5950 -16.9068 26.8948 -3.25 -0.69 -1.49 0.9694
O -6.6565 -17.2684 26.4092 2.33 0.39 0.83 -0.5861
O -4.8996 -15.8679 26.4822 -1.42 -0.62 -3.16 -0.4819
H -4.9872 -13.6457 27.2539 0.10 -0.28 0.15 0.2265
H -3.3271 -13.5180 26.6003 -0.19 -0.38 -0.25 0.2196
H -3.5209 -13.8222 28.2974 -0.18 0.94 0.27 0.1966
H -2.8743 -15.8066 26.9181 -0.10 -0.57 -0.21 0.1829
H -4.6463 -15.8631 29.4134 -0.57 -0.10 -0.28 0.1993
H -3.2829 -16.8704 28.8638 -0.21 -0.01 0.51 0.2026
C -7.2823 -9.8438 24.8197 -2.28 0.13 -1.53 -0.6388
C -8.5059 -9.3657 23.9701 -0.55 -0.96 1.12 0.0726
C -9.8303 -10.1987 24.1683 1.32 0.97 -0.90 -0.0891
O -10.6702 -9.2601 24.7587 -1.62 -0.52 1.23 -0.4838
C -10.2014 -8.0200 24.6317 -4.69 3.51 -0.78 0.9635
O -10.9492 -7.0193 24.5983 2.66 -3.10 0.77 -0.5875
O -8.9334 -8.0179 24.4017 2.99 -0.86 -1.26 -0.4848
H -6.4145 -9.6137 24.2017 0.37 0.19 1.01 0.2096
H -7.4143 -10.9230 24.8970 0.46 -0.07 -0.01 0.2227
H -7.4755 -9.4200 25.8052 0.94 0.20 -0.04 0.2394
H -8.3824 -9.4474 22.8902 0.76 0.88 0.08 0.1950
H -9.7001 -11.1344 24.7120 -0.27 0.26 0.25 0.1996
H -10.2252 -10.3562 23.1646 -0.11 -0.63 0.07 0.1812
C -7.1406 -15.2513 20.0797 0.55 0.86 -1.58 -0.6368
C -7.6813 -13.7878 19.7011 1.81 -5.29 0.58 0.0504
C -7.9630 -13.1020 20.9427 -0.27 1.24 -0.27 -0.0947
O -7.3852 -11.8057 20.5471 -1.42 1.99 2.42 -0.5011
C -6.5632 -11.8796 19.5150 2.48 2.28 0.60 1.0091
O -5.7838 -10.9811 19.1227 -2.00 -1.83 1.18 -0.6972
O -6.5594 -13.0881 19.0910 -1.20 -2.30 -2.04 -0.4514
H -6.0874 -15.1903 20.3535 -0.05 0.45 0.34 0.2416
H -7.0932 -15.8427 19.1653 -0.45 -0.28 0.09 0.2219
H -7.6466 -15.7885 20.8820 -0.43 0.32 -0.21 0.2278
H -8.6314 -13.9330 19.1868 0.71 0.67 -1.35 0.2074
H -7.5800 -13.5840 21.8422 0.73 0.84 -0.04 0.2220
H -9.0503 -13.1504 21.0023 -0.06 1.24 0.50 0.2043
```
Positions in Å, forces in eV/Å.

Results
Charge: +1
Calculated total energy (a.u.): -3696.580702
Highest occupied orbital energy (eV): -12.10
HOMO-LUMO gap (eV): 6.895

---

- highest occupied orbital energy of number 3 (CH8N2S)?
  -9.64 eV

---

- The lowest charge belongs to which entry?
  C11H44ClN22O15